[1]
C27H23FN4O4S | wB97M-V/def2-TZVPD

LUMO level, eV: -1.67
Structure (SMILES): [H]/N=C/Cc1ccc2c(c1)C(=O)C=C(S(=O)(=O)F)C2=O.c1ccncc1.c1ccncc1.c1ccncc1
HOMO-LUMO gap, eV: 7.599
HOMO, eV: -9.27
Spin multiplicity: 1

The geometry in XYZ format:
```
60
Properties=species:S:1:pos:R:3:forces:R:3:lowdin_charge:R:1
N 2.813 -2.230 -4.424 1.981 3.364 -0.003 0.0579
C 3.175 -0.961 -4.252 -1.743 -2.736 0.405 -0.1924
C 2.085 0.013 -3.548 0.218 0.281 -0.821 -0.1495
C 0.570 -0.471 -3.840 -2.728 -0.814 -0.468 -0.1368
C -0.252 0.096 -5.056 -1.318 -2.592 2.092 0.0057
C -1.700 -0.426 -5.339 1.852 -1.798 3.493 0.0174
C -2.278 -1.497 -4.380 1.843 0.066 0.677 -0.0415
C -1.498 -2.066 -3.130 1.376 2.086 -2.132 -0.0289
C -0.072 -1.537 -2.872 -1.770 1.307 -2.787 0.0597
C -2.223 -3.189 -2.226 0.295 0.322 1.372 -0.2603
O -2.130 -3.256 -0.981 -0.193 0.034 -4.484 0.0687
C -3.144 -4.219 -3.070 -1.092 1.541 -2.548 0.0682
C -3.850 -3.696 -4.202 1.598 -1.199 3.478 -0.1364
S -4.883 -4.877 -5.232 0.029 1.015 -6.994 0.8275
O -3.974 -5.292 -6.374 -1.920 0.478 4.359 -0.3276
O -6.080 -4.190 -5.824 2.605 -2.130 3.440 -0.2979
F -5.258 -6.281 -4.398 0.610 2.606 -0.611 -0.2186
C -3.743 -2.132 -4.613 -1.580 1.923 -1.037 -0.2441
O -4.721 -1.469 -5.041 3.921 -2.813 1.550 0.0736
H 3.616 -2.728 -4.871 -0.744 0.362 0.386 0.0458
H 4.218 -0.612 -4.568 -1.587 -0.020 0.601 0.1114
H 2.274 1.060 -4.001 -0.592 -1.585 0.709 0.1123
H 2.286 0.136 -2.409 -0.454 -0.483 -2.006 0.0879
H 0.206 0.870 -5.776 -0.752 -1.424 1.412 0.1038
H -2.352 -0.097 -6.209 1.151 -0.361 1.322 0.1087
H 0.569 -1.905 -2.007 -1.154 0.512 -1.285 0.1175
H -3.209 -5.341 -2.816 0.088 2.099 -0.102 0.1410
N 1.159 1.131 -0.050 0.441 0.506 0.233 0.0666
C 0.453 2.190 0.381 0.161 -0.581 -0.260 -0.1457
C 1.019 3.302 0.984 0.202 0.115 -0.070 -0.0808
C 2.394 3.324 1.160 0.019 0.070 0.005 -0.0723
C 3.149 2.243 0.727 -0.087 0.121 -0.115 -0.1097
C 2.491 1.179 0.131 -0.646 -0.053 -0.156 -0.1861
H -0.619 2.125 0.224 0.028 0.053 0.040 0.1075
H 0.400 4.128 1.309 0.024 -0.149 0.033 0.0885
H 2.874 4.176 1.629 -0.038 -0.054 -0.025 0.1083
H 4.226 2.228 0.849 -0.033 -0.022 -0.029 0.1045
H 3.038 0.313 -0.227 0.065 0.022 0.080 0.0978
N -0.905 3.498 3.492 -0.615 -0.160 0.510 0.0568
C -1.871 4.247 4.049 0.450 -0.213 -0.272 -0.1504
C -2.830 3.750 4.916 0.011 -0.093 0.013 -0.0792
C -2.795 2.398 5.227 -0.039 -0.083 0.061 -0.0808
C -1.810 1.600 4.665 -0.137 0.171 0.091 -0.0680
C -0.893 2.193 3.811 0.248 0.456 -0.356 -0.1420
H -1.859 5.297 3.772 -0.058 -0.011 0.054 0.1010
H -3.585 4.402 5.337 0.046 -0.015 -0.040 0.1001
H -3.530 1.971 5.901 0.040 0.033 -0.046 0.1049
H -1.753 0.541 4.885 0.020 0.053 -0.048 0.0948
H -0.102 1.611 3.350 -0.070 -0.068 0.064 0.0750
N 1.678 -0.002 3.861 0.488 -0.094 0.515 0.0615
C 1.415 -0.557 5.055 -0.001 0.228 -0.558 -0.1490
C 2.354 -0.698 6.064 0.107 0.037 -0.032 -0.0724
C 3.643 -0.243 5.829 0.089 0.007 0.059 -0.0804
C 3.943 0.333 4.603 -0.085 -0.090 0.161 -0.0672
C 2.933 0.432 3.660 -0.490 -0.127 -0.105 -0.1329
H 0.394 -0.900 5.190 0.045 -0.019 0.060 0.0974
H 2.084 -1.152 7.010 -0.009 0.017 -0.061 0.1018
H 4.406 -0.337 6.594 -0.054 0.004 -0.046 0.1053
H 4.939 0.698 4.385 -0.058 -0.008 -0.012 0.1018
H 3.118 0.878 2.687 0.001 -0.096 0.232 0.0701
```
Forces are in eV/Å.

[2]
C6H16O3 | wB97M-V/def2-TZVPD

LUMO level, eV: 0.76
Structure (SMILES): OCCCCO.CCO
HOMO-LUMO gap, eV: 10.769
HOMO, eV: -10.01
Spin multiplicity: 1

The geometry in XYZ format:
```
25
Properties=species:S:1:pos:R:3:forces:R:3:lowdin_charge:R:1
O -0.833 0.104 -1.699 0.797 -0.264 0.081 -0.1096
C -2.112 0.474 -3.662 -0.278 0.090 -0.173 -0.1050
C -0.762 0.054 -3.126 0.184 -0.061 0.017 -0.3343
H 0.038 -0.167 -1.341 -0.548 0.168 -0.160 0.0663
H -2.353 1.497 -3.330 0.072 -0.400 -0.126 0.0776
H -2.897 -0.209 -3.298 0.286 0.279 -0.140 0.0771
H -2.111 0.453 -4.765 -0.023 0.014 0.399 0.0759
H -0.514 -0.970 -3.467 -0.077 0.340 0.128 0.1127
H 0.029 0.733 -3.499 -0.260 -0.227 0.141 0.1132
O -0.111 -1.823 1.968 -0.689 -0.457 -0.259 -0.0958
O 1.872 -0.951 0.230 -0.418 -0.119 0.239 -0.0910
C -0.752 -0.544 2.128 -0.392 0.087 -0.078 -0.2462
C 2.345 0.019 1.154 0.393 0.220 -0.085 -0.2720
C 0.259 0.465 2.642 -0.067 0.108 0.262 -0.1932
C 1.276 1.000 1.627 0.005 0.232 -0.092 -0.1924
H -0.789 -2.472 1.688 0.623 0.557 0.224 0.1143
H 1.220 -1.496 0.718 0.258 0.172 -0.203 0.0535
H -1.584 -0.642 2.852 0.363 0.015 -0.241 0.1187
H -1.182 -0.207 1.165 0.181 -0.129 0.288 0.1181
H 3.136 0.579 0.619 -0.342 -0.270 0.287 0.1184
H 2.814 -0.469 2.031 -0.104 0.101 -0.272 0.1206
H -0.325 1.323 3.024 0.277 -0.357 -0.072 0.1179
H 0.789 0.009 3.501 -0.220 0.232 -0.258 0.1230
H 0.745 1.388 0.736 0.195 -0.059 0.338 0.1174
H 1.801 1.851 2.103 -0.216 -0.274 -0.244 0.1148
```
Forces are in eV/Å.

[3]
C8H27FN9O5Tl | wB97M-V/def2-TZVPD

LUMO level (alpha / beta), eV: -3.02 / -7.79
Charge: +1
HOMO-LUMO gap (alpha / beta), eV: 8.620 / 3.846
HOMO (alpha / beta), eV: -11.64 / -11.64
Spin multiplicity: 2

The geometry in XYZ format:
```
51
Properties=species:S:1:pos:R:3:forces:R:3:lowdin_charge:R:1
Tl 3.055 -8.431 5.227 0.151 0.630 1.041 1.0199
F 2.175 -7.222 7.807 0.273 -0.063 0.611 -0.5841
C 4.479 -10.325 8.816 -4.438 3.062 -3.889 -0.7043
O 4.127 -9.985 7.634 0.792 -0.286 2.000 -0.1552
N 3.838 -9.898 9.916 -0.983 1.712 0.924 0.1686
N 5.361 -11.171 9.104 4.396 -3.886 1.140 0.2008
H 4.060 -10.253 10.835 -0.294 0.212 -0.227 0.1188
H 3.086 -9.233 9.802 0.099 -0.627 0.096 0.0651
H 5.898 -11.687 8.422 -0.189 0.180 0.154 0.1472
H 5.412 -11.398 10.087 0.684 -0.524 -0.468 0.1286
C -0.070 -10.359 8.853 -0.129 3.462 -0.066 -0.7801
O -0.794 -9.837 9.639 -2.590 0.121 2.695 0.0695
N -0.355 -11.166 7.893 -2.653 -4.633 -3.228 0.1743
N 1.092 -9.823 8.586 4.573 0.517 0.021 0.1437
H 0.301 -11.293 7.136 -0.604 -0.070 0.188 0.1124
H -1.329 -11.329 7.680 0.206 -0.372 0.229 0.1331
H 1.333 -8.871 8.822 0.137 -0.322 -0.410 0.0547
H 1.620 -10.394 7.941 0.960 1.219 0.204 0.0832
C 3.479 -4.577 5.952 -1.091 -2.256 3.179 -0.7852
O 4.053 -5.555 5.517 0.292 -1.550 -1.253 -0.0616
N 3.515 -3.378 5.525 1.315 2.837 -3.501 0.1825
N 2.763 -4.559 7.072 -1.772 -1.618 3.471 0.1490
H 4.128 -3.465 4.727 0.344 2.131 -0.220 0.1398
H 3.372 -2.688 6.249 0.614 0.652 -1.204 0.1330
H 2.485 -5.420 7.518 0.236 -0.531 -0.228 0.0307
H 2.258 -3.747 7.399 0.124 -0.138 -0.513 0.1031
C -0.704 -5.735 9.745 -2.048 0.842 0.392 -0.8262
O -1.493 -5.012 10.268 -1.214 3.189 0.975 0.0729
N -0.752 -6.990 9.986 1.212 -5.707 0.668 0.1799
N 0.186 -5.458 8.817 2.951 2.798 -2.000 0.1685
H -0.118 -7.530 9.414 -0.748 -0.743 0.388 0.0664
H -1.517 -7.459 10.449 0.248 0.225 -0.124 0.1311
H 0.840 -6.118 8.420 -0.048 -0.436 -0.237 0.0321
H 0.374 -4.483 8.637 -0.300 -0.170 -0.017 0.1052
C 4.166 -5.498 12.134 -0.032 0.880 1.440 -0.0182
C 4.135 -6.005 10.756 -0.080 -0.647 2.764 -0.3814
C 5.404 -6.732 10.473 0.366 -0.308 -2.376 -0.2104
O 6.567 -5.909 10.527 -1.610 -1.104 0.406 -0.1310
C 7.668 -6.748 10.243 1.190 0.484 -0.126 -0.0935
N 2.954 -6.785 10.601 0.934 1.154 -2.524 0.3448
H 4.547 -6.265 12.807 0.357 0.044 -0.085 0.1085
H 3.147 -5.345 12.489 0.125 0.878 0.122 0.1007
H 4.830 -4.634 12.120 -0.329 0.104 0.704 0.1110
H 3.885 -5.184 10.085 0.189 0.590 -0.811 0.2003
H 5.239 -7.106 9.463 0.581 -0.238 -0.659 0.1307
H 5.498 -7.651 11.051 -0.027 0.199 0.669 0.1295
H 7.650 -7.708 10.759 -0.261 0.002 0.271 0.0899
H 8.553 -6.204 10.573 -0.002 -0.089 -0.068 0.1007
H 7.771 -6.951 9.177 -0.185 0.053 -0.171 0.0961
H 3.005 -7.084 9.638 -0.732 -1.889 -1.430 0.0718
H 2.092 -6.261 10.642 -0.989 0.027 1.084 0.1328
```
Forces are in eV/Å.

[4]
C5H12N2 | wB97M-V/def2-TZVPD

LUMO level, eV: 1.11
Structure (SMILES): [H]/N=C(\C)[C@@H](C)NC
HOMO-LUMO gap, eV: 10.199
HOMO, eV: -9.09
Spin multiplicity: 1

The geometry in XYZ format:
```
19
Properties=species:S:1:pos:R:3:forces:R:3:lowdin_charge:R:1
C -0.589 -0.927 1.489 -0.518 0.039 -0.222 -0.0344
C -1.016 -0.248 -1.847 1.413 -0.253 -0.395 -0.0994
C -0.557 0.387 0.762 0.949 0.351 0.580 -0.4414
N -1.322 1.374 0.936 -0.508 0.369 -0.299 0.1480
H -2.117 1.195 1.548 0.223 -0.233 0.229 0.0536
H -0.435 -1.740 0.785 0.054 -0.152 -0.048 0.0799
H 0.212 -0.959 2.220 0.137 0.002 0.115 0.0794
H -1.219 0.759 -2.231 -0.161 -0.067 0.221 0.0805
H -1.067 -0.950 -2.674 -0.026 -0.017 -0.214 0.0685
H -1.798 -0.559 -1.151 0.335 0.200 0.163 0.0702
H -1.540 -1.060 2.002 -0.008 -0.030 0.049 0.0775
C 1.964 0.313 0.442 -0.187 0.265 -0.203 -0.0572
C 0.609 0.582 -0.206 -0.408 0.078 0.364 -0.4134
N 0.383 -0.368 -1.281 -1.283 -0.046 -0.606 -0.0826
H 1.053 -0.169 -2.020 -0.195 -0.182 -0.015 0.1053
H 0.547 1.629 -0.549 -0.010 -0.162 0.114 0.1346
H 2.053 0.854 1.383 0.097 0.058 0.009 0.0832
H 2.761 0.637 -0.229 0.038 -0.016 0.072 0.0758
H 2.080 -0.749 0.620 0.056 -0.203 0.087 0.0720
```
Forces are in eV/Å.

[5]
C15H13BrN2O3S | wB97M-V/def2-TZVPD

LUMO level, eV: -0.04
Structure (SMILES): O=CCc1cc(Br)c2c(c1)Nc1ccccc1S2.C[N+](=O)[O-]
HOMO-LUMO gap, eV: 7.935
HOMO, eV: -7.98
Spin multiplicity: 1

The geometry in XYZ format:
```
35
Properties=species:S:1:pos:R:3:forces:R:3:lowdin_charge:R:1
O 3.628 -2.208 0.125 1.008 4.632 0.171 -0.0066
C 3.854 -0.977 0.285 -1.191 -2.581 1.094 -0.2051
C 3.198 -0.220 1.550 -0.224 -0.662 0.317 -0.1286
C 1.669 0.200 1.324 -2.024 0.936 -0.351 -0.1545
C 1.032 1.082 2.461 -2.228 -1.004 -2.847 -0.0409
C -0.459 1.493 2.344 1.882 -2.551 -2.978 -0.5909
Br -1.437 2.556 3.709 1.255 -1.167 -1.452 0.6230
C -1.233 1.018 1.091 1.775 -1.275 -0.629 -0.4250
C -0.597 0.158 -0.064 2.532 0.933 2.840 -0.1708
C 0.914 -0.258 0.056 -2.569 2.329 2.882 0.0324
N -1.389 -0.250 -1.234 -0.795 -0.446 2.507 0.0158
C -2.664 -0.891 -0.878 -4.046 -2.262 0.807 -0.1890
C -3.139 -2.268 -1.455 -1.999 1.204 2.066 -0.0155
C -4.512 -2.923 -1.059 0.332 3.365 1.782 -0.0758
C -5.487 -2.211 -0.079 3.622 2.008 -0.790 -0.0776
C -5.033 -0.833 0.516 2.320 -1.385 -1.981 -0.0718
C -3.662 -0.214 0.136 0.152 -2.575 -1.518 -0.3996
S -3.047 1.401 0.851 0.901 -1.661 -0.309 0.8366
H 4.541 -0.358 -0.390 -0.756 -0.852 0.548 0.1190
H 3.222 -0.995 2.409 -0.110 1.120 -1.429 0.1323
H 3.829 0.665 1.923 -0.960 -1.129 -0.909 0.1210
H 1.662 1.381 3.367 -1.100 -0.475 -1.574 0.1070
H 1.343 -0.902 -0.781 -0.405 0.943 1.533 0.0985
H -0.845 -0.791 -1.917 -0.375 0.266 0.609 0.1212
H -2.501 -2.873 -2.180 -0.808 1.116 1.122 0.0844
H -4.847 -3.944 -1.456 0.878 1.773 0.474 0.0875
H -6.501 -2.645 0.248 1.917 0.693 -0.729 0.0911
H -5.676 -0.224 1.250 1.088 -1.250 -1.304 0.0961
C 3.027 2.041 -2.167 -0.365 0.040 -0.139 0.0378
N 3.983 2.611 -1.182 0.056 0.254 0.296 -0.4459
O 3.534 3.362 -0.334 0.380 -0.383 -0.352 0.0679
O 5.154 2.282 -1.298 -0.506 0.107 0.149 0.0461
H 2.029 2.417 -1.945 0.186 -0.030 0.080 0.0973
H 3.346 2.359 -3.158 0.081 -0.145 0.115 0.1022
H 3.061 0.957 -2.067 0.094 0.115 -0.098 0.0802
```
Forces are in eV/Å.

[6]
ClNO7 | wB97M-V/def2-TZVPD

LUMO level, eV: 6.49
Charge: -2
HOMO-LUMO gap, eV: 7.616
HOMO, eV: -1.12
Spin multiplicity: 1

The geometry in XYZ format:
```
9
Properties=species:S:1:pos:R:3:forces:R:3:lowdin_charge:R:1
Cl -1.069 -1.060 1.542 2.222 2.023 -1.282 0.6204
O -2.384 -1.181 2.080 -1.621 -0.418 0.093 -0.4141
O -0.439 -2.359 1.465 -0.011 -0.322 0.450 -0.4084
O -1.047 -0.476 0.197 -0.729 -0.628 1.503 -0.3799
O -0.332 -0.164 2.446 -0.133 -0.835 -0.391 -0.4215
N 1.342 1.307 -1.945 -1.513 -0.917 0.220 -0.6456
O 0.936 0.113 -2.033 0.903 1.040 -0.271 -0.1027
O 2.241 1.618 -1.147 0.541 0.008 -0.097 -0.1056
O 0.752 2.202 -2.606 0.342 0.049 -0.224 -0.1426
```
Forces are in eV/Å.

Number 1: maximum force 7.1 eV Å⁻¹. Number 2: maximum force 0.9 eV Å⁻¹. Number 3: maximum force 6.6 eV Å⁻¹. Number 4: maximum force 1.5 eV Å⁻¹. Number 5: maximum force 4.7 eV Å⁻¹. Number 6: maximum force 3.3 eV Å⁻¹.